# 1
Below is C81H68CsN4O4P2S3 as an isolated structure, with properties calculated with wB97M-V/def2-TZVPD.

## Properties
relative energy (zero: lowest compared OMol25 entry of this formula, charge and spin): 0.0 kJ/mol
Kohn-Sham gap: 3.9529 eV
charge: -1

XYZ file:
```
163
C81H68CsN4O4P2S3 wB97M-V/def2-TZVPD
Cs -1.0915 -0.1510 -0.3231
O 0.7270 -2.9905 -0.4937
S 1.8698 -2.8753 0.4657
C 1.9544 -4.5127 1.2168
C 2.7331 -5.4997 0.6744
C 2.7951 -6.8062 1.2127
C 2.0537 -7.0831 2.3199
C 1.8873 -8.3587 3.1140
C 0.9190 -7.9843 4.2705
C 0.5111 -6.5563 3.9838
C -0.3887 -5.7347 4.5863
C -0.5529 -4.4244 4.0711
C 0.1641 -3.9188 3.0132
P -0.1538 -2.2059 2.4080
C -1.8001 -1.8145 3.0741
C -2.8788 -2.2669 2.3022
C -4.1730 -1.8771 2.5990
C -4.4096 -1.0293 3.6740
C -3.3533 -0.5878 4.4509
C -2.0498 -0.9701 4.1509
C 1.0056 -1.2337 3.4426
C 1.2962 -1.5182 4.7759
C 2.2033 -0.7412 5.4815
C 2.8410 0.3249 4.8568
C 2.5712 0.6111 3.5263
C 1.6599 -0.1684 2.8228
C 1.1216 -4.7751 2.3598
C 1.2342 -6.0768 2.8714
C 3.3606 -2.8736 -0.5109
C 4.4981 -2.8608 0.2553
C 5.7773 -3.1225 -0.2770
C 5.8523 -3.4407 -1.6002
C 7.0324 -3.8550 -2.4494
C 6.4484 -4.0542 -3.8749
C 4.9781 -3.7324 -3.7357
C 3.9700 -3.7057 -4.6468
C 2.7086 -3.2198 -4.2309
C 2.3958 -2.8346 -2.9449
P 0.8448 -1.8204 -2.7003
C 0.8317 -1.0192 -4.3769
C 1.7738 -0.0056 -4.5654
C 1.8468 0.6930 -5.7583
C 0.9709 0.3896 -6.7940
C 0.0205 -0.6052 -6.6176
C -0.0521 -1.3025 -5.4157
C -0.5167 -3.0295 -2.9694
C -0.3742 -4.3652 -3.3259
C -1.4948 -5.1477 -3.5761
C -2.7711 -4.6065 -3.4833
C -2.9273 -3.2763 -3.1171
C -1.8035 -2.5078 -2.8497
C 3.4077 -3.0275 -1.9370
C 4.6891 -3.3923 -2.3986
H 3.3292 -5.2788 -0.2020
H 3.4234 -7.5508 0.7391
H 2.8445 -8.7274 3.4843
H 1.4662 -9.1450 2.4849
H 1.4185 -8.0484 5.2389
H 0.0568 -8.6505 4.3130
H -0.9844 -6.0576 5.4317
H -1.3007 -3.7880 4.5307
H -2.6900 -2.9138 1.4498
H -4.9936 -2.1921 1.9688
H -5.4154 -0.6829 3.8731
H -3.5363 0.0868 5.2782
H -1.2264 -0.5926 4.7450
H 0.8136 -2.3552 5.2681
H 2.4164 -0.9706 6.5186
H 3.5535 0.9281 5.4063
H 3.0621 1.4300 3.0169
H 1.4777 0.0809 1.7789
H 4.3959 -2.7059 1.3257
H 6.6485 -3.1059 0.3654
H 7.4807 -4.7722 -2.0636
H 7.8114 -3.0916 -2.4366
H 6.5973 -5.0737 -4.2338
H 6.9234 -3.3897 -4.5978
H 4.1262 -3.9716 -5.6855
H 1.9572 -3.0810 -4.9980
H 2.4402 0.2727 -3.7563
H 2.5641 1.4974 -5.8598
H 1.0190 0.9392 -7.7260
H -0.6760 -0.8402 -7.4141
H -0.8060 -2.0720 -5.2996
H 0.6134 -4.8022 -3.4083
H -1.3687 -6.1877 -3.8532
H -3.6381 -5.2217 -3.6899
H -3.9124 -2.8325 -3.0341
H -1.9271 -1.4673 -2.5791
C -6.6357 6.3238 -1.8665
C -6.1228 5.0158 -1.3236
C -4.7542 4.7795 -1.2024
C -4.2803 3.5687 -0.7264
C -5.1814 2.5745 -0.3610
C -6.5439 2.7888 -0.4776
C -7.0067 4.0083 -0.9538
S -4.5487 1.0263 0.2397
O -3.7985 1.3195 1.4424
O -5.7008 0.1561 0.4020
N -3.4986 0.5688 -0.8460
C -3.8438 0.4942 -2.1886
C -5.1652 0.3479 -2.6639
C -5.3810 0.2776 -4.0221
C -4.3000 0.3415 -4.8965
C -3.0426 0.4803 -4.3444
N -2.8004 0.5700 -3.0344
H -5.8727 7.0998 -1.8106
H -7.5113 6.6646 -1.3123
H -6.9289 6.2232 -2.9140
H -4.0510 5.5517 -1.4936
H -3.2156 3.3840 -0.6435
H -7.2268 1.9991 -0.1930
H -8.0745 4.1768 -1.0459
H -5.9820 0.2569 -1.9632
H -6.3902 0.1649 -4.4015
H -4.4259 0.2828 -5.9687
H -2.1664 0.5408 -4.9818
C 0.5200 4.1241 0.0081
S 1.0451 2.9575 1.2537
O 2.0781 2.0556 0.6317
C 1.9565 4.1285 2.2569
C 3.3308 4.1806 2.0935
C 4.0661 5.0863 2.8471
C 3.4274 5.9189 3.7550
C 2.0486 5.8493 3.9159
C 1.3036 4.9501 3.1673
H 1.3933 4.6564 -0.3698
H -0.2051 4.7916 0.4748
H 0.0718 3.5522 -0.8042
H 3.7978 3.5221 1.3712
H 5.1389 5.1476 2.7156
H 4.0038 6.6290 4.3344
H 1.5518 6.4972 4.6271
H 0.2288 4.8873 3.2855
C -4.1037 3.4223 6.2935
C -3.3099 3.4082 5.0165
C -3.7051 4.1344 3.9017
C -2.9437 4.0722 2.7446
N -1.8343 3.3474 2.6332
C -1.4633 2.6418 3.6980
C -2.1540 2.6466 4.8979
H -4.8445 4.2211 6.2906
H -3.4518 3.5582 7.1575
H -4.6330 2.4759 6.4277
H -4.6052 4.7368 3.9245
H -3.2511 4.6226 1.8613
H -0.5614 2.0449 3.5860
H -1.7922 2.0546 5.7315
C 1.7337 2.7622 -2.8032
C 2.4662 3.9127 -2.7278
C 2.2811 5.0369 -3.6292
C 3.0148 6.1814 -3.5312
C 4.0051 6.3572 -2.5344
C 4.2018 5.2862 -1.6324
C 3.4811 4.1307 -1.7104
C 4.7844 7.5405 -2.4598
N 5.4198 8.5079 -2.3979
H 1.8891 1.9618 -2.0870
H 0.9865 2.6180 -3.5752
H 1.5225 4.9519 -4.4009
H 2.8340 6.9929 -4.2288
H 4.9496 5.3979 -0.8527
H 3.6489 3.3351 -0.9924
```

---

# 2
Below is C26H52Cl2O18 as an isolated structure, with properties calculated with wB97M-V/def2-TZVPD.

## Properties
relative energy (zero: lowest compared OMol25 entry of this formula, charge and spin): 1789.3 kJ/mol
Kohn-Sham gap: 8.5394 eV

XYZ file:
```
98
C26H52Cl2O18 wB97M-V/def2-TZVPD
Cl 1.8182 -2.0022 0.3999
C 0.7802 -1.0895 -0.7287
C 0.5016 0.3633 -0.2824
Cl -0.4223 0.4360 1.2361
H -0.1333 -1.6708 -0.8542
H 1.3017 -1.1049 -1.6857
H -0.1145 0.7403 -1.0988
H 1.4640 0.8580 -0.1515
C -0.8740 -1.0807 2.8617
C -0.8498 -2.2391 1.8224
O -2.1816 -2.6776 1.6504
C -2.6104 -3.7833 2.2261
O -1.9252 -4.7249 2.6883
O -3.9960 -3.6690 2.3693
C -4.6956 -4.6262 3.1059
H -1.4531 -0.2703 2.4190
H 0.1696 -0.7663 2.8480
H -1.1744 -1.3929 3.8619
H -0.2354 -3.0771 2.1514
H -0.4325 -1.9051 0.8725
H -4.6580 -5.5819 2.5830
H -5.6781 -4.1640 3.2022
H -4.2072 -4.6697 4.0794
C 5.2638 1.4234 4.9223
C 3.9788 1.2701 5.7010
O 3.3413 0.0918 5.2024
C 2.6306 0.1459 4.0727
O 2.2826 1.1764 3.5035
O 2.3514 -1.1315 3.6568
C 1.5927 -1.4022 2.5028
H 5.9292 2.0642 5.5009
H 5.1143 2.1001 4.0809
H 5.8777 0.5550 4.6836
H 3.3375 2.1224 5.4763
H 4.2000 1.2704 6.7684
H 1.2922 -2.4426 2.3795
H 2.0801 -1.0502 1.5936
H 0.6717 -0.8208 2.5460
C 0.5666 3.2538 1.9857
C 2.0182 2.7116 1.7414
O 2.2347 2.3693 0.3803
C 3.3769 2.0017 -0.1169
O 4.4463 2.0960 0.4973
O 3.2220 1.5322 -1.3529
C 4.3262 1.0254 -2.0540
H 0.0600 2.3922 1.5507
H 0.3445 4.2140 1.5202
H 0.2737 3.4391 3.0191
H 2.0626 1.7832 2.3109
H 2.7389 3.4977 1.9666
H 4.6670 0.1943 -1.4366
H 5.1114 1.7737 -2.1615
H 4.0446 0.6410 -3.0344
C 0.3135 -2.4862 -3.7738
C 1.2298 -1.3440 -4.1065
O 0.8729 -0.2771 -3.2843
C 1.3391 0.9351 -3.5387
O 2.2010 1.3322 -4.3065
O 0.8551 1.6692 -2.5961
C 1.1607 3.0589 -2.3545
H 0.7983 -3.0354 -2.9666
H 0.1964 -3.1928 -4.5955
H -0.5935 -2.0714 -3.3341
H 1.1625 -1.0831 -5.1627
H 2.2486 -1.7270 -4.0476
H 1.0556 3.4702 -1.3505
H 0.5702 3.6596 -3.0462
H 2.1984 3.2534 -2.6256
C -1.5220 -3.0714 -0.9776
C -2.8030 -3.1580 -1.7803
O -2.7032 -4.2831 -2.6081
C -2.1585 -4.1687 -3.8210
O -1.6019 -3.1529 -4.2726
O -2.4060 -5.2536 -4.5179
C -2.1583 -5.3526 -5.9055
H -1.6045 -2.1015 -0.4871
H -0.5840 -3.0323 -1.5315
H -1.4267 -3.8599 -0.2311
H -2.9956 -2.2301 -2.3188
H -3.7006 -3.4709 -1.2470
H -1.0927 -5.3989 -6.1303
H -2.6546 -4.5883 -6.5036
H -2.5303 -6.3186 -6.2468
C -3.7919 6.0765 1.3706
C -3.2000 6.2831 -0.0557
O -2.2544 5.3327 -0.4280
C -2.6696 4.0862 -0.7965
O -3.7879 3.7320 -0.8237
O -1.6545 3.3270 -1.1030
C -1.7900 1.9292 -1.3903
H -3.0498 6.0228 2.1672
H -4.4548 5.2127 1.4212
H -4.4699 6.8943 1.6146
H -2.6947 7.2482 -0.0929
H -4.0317 6.2885 -0.7601
H -2.6204 1.7969 -2.0839
H -2.1331 1.3619 -0.5251
H -0.8951 1.4873 -1.8285
```

---

# 3
Below is C22H29CaN4O2S4Sb as an isolated structure, with properties calculated with wB97M-V/def2-TZVPD.

## Properties
relative energy (zero: lowest compared OMol25 entry of this formula, charge and spin): 66.7 kJ/mol
Kohn-Sham gap (spin up / spin down): 3.6950 / 5.8518 eV
charge: -1
expectation value of S²: 0.75
spin multiplicity: 2

XYZ file:
```
63
C22H29CaN4O2S4Sb wB97M-V/def2-TZVPD
Ca 6.4836 16.4925 10.9307
C 9.8794 16.4703 11.2480
N 9.0730 17.3136 10.3553
C 9.2956 16.8650 8.9272
C 9.3913 18.7131 10.4893
C 8.3579 19.6063 9.8397
N 7.0184 19.5469 10.4392
C 6.1124 20.3889 9.5641
C 7.1551 20.2332 11.7308
H 10.9123 16.8589 11.1503
H 9.8406 15.4176 10.9606
H 9.5346 16.6515 12.2725
H 10.1763 17.4029 8.4656
H 8.4021 17.0413 8.3098
H 9.4596 15.7822 8.9778
H 10.3865 18.9822 9.9950
H 9.4577 18.9733 11.5581
H 8.3060 19.3427 8.7581
H 8.7714 20.6274 9.8617
H 6.5554 21.3327 9.2814
H 5.1923 20.6157 10.1448
H 5.8564 19.8926 8.6497
H 7.8974 21.0379 11.7340
H 7.4608 19.4946 12.4768
H 6.2142 20.6186 12.1217
S 4.0410 15.4943 12.5143
Sb 4.9579 17.1565 14.3162
S 3.7482 17.4520 11.8463
S 7.2294 17.4535 13.8393
C 5.3421 8.0955 12.0230
C 5.9616 9.3904 11.6742
C 7.2431 9.5036 11.1183
C 7.7852 10.7329 10.8411
C 6.9978 11.9068 10.9826
C 5.7292 11.8058 11.5583
C 5.2590 10.5459 11.9140
S 7.7778 13.4924 10.6468
O 7.7446 14.3523 11.8252
O 9.0963 13.2097 10.0726
N 6.8479 14.4181 9.7258
C 6.6252 14.1752 8.4483
C 7.1190 13.1425 7.6183
C 7.0644 13.3063 6.2635
C 6.4042 14.3798 5.6499
C 5.7192 15.3662 6.4230
C 4.9580 16.4524 5.8812
C 4.4427 17.3873 6.7632
C 4.7182 17.2771 8.1373
N 5.4616 16.3241 8.6660
C 5.8387 15.2526 7.8569
H 4.8976 7.6798 11.0900
H 4.5853 8.2876 12.7948
H 6.0216 7.3030 12.3262
H 7.7302 8.5739 10.7557
H 8.8018 10.8357 10.4686
H 5.0985 12.7053 11.7598
H 4.2162 10.5004 12.3593
H 7.6916 12.3207 8.0423
H 7.5398 12.6239 5.5924
H 6.5116 14.4936 4.5547
H 4.8999 16.4911 4.7603
H 3.9820 18.2801 6.4188
H 4.3815 18.0659 8.8096
```

---

# 4
Below is a 2-piece molecular cluster, C3H10N2O2 overall, with properties calculated with wB97M-V/def2-TZVPD.

## Properties
relative energy (zero: lowest compared OMol25 entry of this formula, charge and spin): 148.5 kJ/mol
Kohn-Sham gap: 9.7524 eV
structure (SMILES): NCC(N)=O.CO

XYZ file:
```
17
C3H10N2O2 wB97M-V/def2-TZVPD
N -2.1574 -0.4604 -0.4841
C -1.0304 -0.0317 -1.2900
C 0.3690 -0.4201 -0.8030
N 0.4923 -1.7270 -0.3781
O 1.3627 0.2144 -1.1683
H -2.2379 -1.4697 -0.4428
H -2.0549 -0.1007 0.4627
H -1.0500 1.0558 -1.3769
H -1.1380 -0.4444 -2.2957
H 1.4284 -2.0980 -0.3279
H -0.3244 -2.2716 -0.1706
C 1.1530 1.6827 1.3207
O 0.2823 0.4432 1.4021
H 1.8387 1.7125 0.4807
H 1.7279 1.7079 2.2526
H 0.4612 2.5208 1.2508
H 0.8777 -0.3137 1.5678
```

---

# 5
Below is C14H31AsGeIrNOS5Si3 as an isolated structure, with properties calculated with wB97M-V/def2-TZVPD.

## Properties
relative energy (zero: lowest compared OMol25 entry of this formula, charge and spin): 217.3 kJ/mol
Kohn-Sham gap (spin up / spin down): 4.9092 / 4.6237 eV
charge: -1
expectation value of S²: 0.76
spin multiplicity: 2

XYZ file:
```
58
C14H31AsGeIrNOS5Si3 wB97M-V/def2-TZVPD
Ir 0.9375 2.2019 -0.1243
S 1.7772 6.1639 0.3206
As 2.4379 4.6094 -0.9683
S 3.2375 2.8907 0.1608
S 0.7382 3.6689 -2.0160
S 3.8708 5.3390 -2.3405
O -1.4092 2.1191 -0.0970
N -2.0687 2.3806 0.9979
C -3.4170 2.3234 0.9573
C -4.1833 2.5034 2.0780
C -3.5518 2.7919 3.2877
C -2.1828 2.8975 3.3102
C -1.4211 2.6836 2.1532
S 0.2788 2.7992 2.1890
H -3.8273 2.1155 -0.0190
H -5.2575 2.4227 2.0059
H -4.1268 2.9314 4.1928
H -1.6450 3.1446 4.2141
C 0.0467 -3.1974 1.4786
Si -0.1988 -1.3123 1.5753
C -2.0490 -1.1065 1.9766
C 0.7797 -0.7591 3.1046
Ge 0.5869 -0.1757 -0.4255
Si 2.7073 -1.2477 -0.9373
C 2.7034 -3.1358 -1.1692
C 3.9321 -0.8460 0.4512
C 3.3693 -0.5072 -2.5527
Si -0.9970 -0.8455 -2.1253
C -2.7553 -0.2101 -1.8080
C -0.4776 -0.2337 -3.8455
C -1.1184 -2.7428 -2.2238
H -0.3694 -3.6790 2.3659
H 1.1076 -3.4451 1.4252
H -0.4416 -3.6260 0.6017
H -2.2666 -1.4893 2.9765
H -2.6746 -1.6536 1.2671
H -2.3592 -0.0601 1.9496
H 0.2890 -1.0629 4.0325
H 0.8917 0.3242 3.1242
H 1.7846 -1.1885 3.0971
H 2.4335 -3.6590 -0.2514
H 3.6968 -3.4754 -1.4694
H 1.9970 -3.4410 -1.9428
H 3.6791 -1.3709 1.3757
H 3.9089 0.2246 0.6628
H 4.9567 -1.1085 0.1790
H 2.7833 -0.8379 -3.4132
H 4.4118 -0.7830 -2.7262
H 3.3150 0.5837 -2.5138
H -2.7282 0.8760 -1.7146
H -3.1611 -0.6158 -0.8782
H -3.4329 -0.4755 -2.6230
H -0.2967 0.8433 -3.8273
H -1.2511 -0.4353 -4.5901
H 0.4431 -0.7186 -4.1762
H -1.5065 -3.1594 -1.2924
H -0.1406 -3.1909 -2.4070
H -1.7865 -3.0430 -3.0333
```

---

# 6
Below is a 2-piece molecular cluster, C39H35F6N4 overall, with properties calculated with wB97M-V/def2-TZVPD.

## Properties
Kohn-Sham gap: 5.8942 eV
charge: +1

XYZ file:
```
84
C39H35F6N4 wB97M-V/def2-TZVPD
C 3.5612 -3.6233 -3.6526
C 2.8821 -4.8505 -3.6512
C 1.4927 -4.9031 -3.4763
C 0.7760 -3.7041 -3.3259
C -0.7067 -3.6442 -3.1903
N -1.2767 -2.6072 -2.6401
C -2.6525 -2.3825 -3.1100
C -3.5261 -3.6331 -3.1224
C -2.8448 -4.7689 -3.8689
N -1.3909 -4.6945 -3.7269
C 1.4445 -2.4786 -3.3398
C 2.8272 -2.4336 -3.5255
H 4.6504 -3.5890 -3.7573
H 3.4418 -5.7745 -3.7904
H 0.9813 -5.8669 -3.4262
H -3.0605 -1.6191 -2.4414
H -2.6436 -1.9977 -4.1525
H -3.7534 -3.9527 -2.0982
H -4.4669 -3.4179 -3.6398
H -3.1782 -5.7374 -3.4795
H -3.0837 -4.7082 -4.9416
H -0.8468 -5.3526 -4.2615
H 0.8494 -1.5771 -3.1844
H 3.3289 -1.4709 -3.5815
F -1.1107 4.7482 -4.8106
C -0.1248 3.9305 -4.3543
F -0.6821 2.7030 -4.0870
F 0.7789 3.7427 -5.3757
C 0.5802 4.4575 -3.1457
N 1.5987 3.4884 -2.7314
C 2.9439 3.8857 -2.9400
C 3.5431 4.8045 -2.0591
C 4.8260 5.2804 -2.3206
C 5.5084 4.8541 -3.4692
C 4.8894 3.9851 -4.3752
C 3.5962 3.5277 -4.1283
C 1.2413 2.4043 -1.9666
C 2.0349 1.2334 -1.9696
C 1.6063 0.1037 -1.2963
C 0.4213 0.1134 -0.4967
C -0.0389 -1.0190 0.2459
C -0.4573 -0.9315 1.5984
C -1.1343 -2.0009 2.2635
C -1.5898 -1.8902 3.5593
C -1.4259 -0.6861 4.2928
N -2.0140 -0.5021 5.5158
C -3.0574 -1.4069 5.9926
C -4.3901 -0.9796 5.4580
F -5.4136 -1.8039 5.8237
F -4.6868 0.2859 5.9161
F -4.3693 -0.9073 4.0843
C -1.5120 0.3860 6.5061
C -2.0335 1.6852 6.6215
C -1.7543 2.4549 7.7528
C -0.9373 1.9423 8.7715
C -0.4288 0.6398 8.6650
C -0.7301 -0.1393 7.5512
C -0.6640 0.3527 3.7011
C -0.1777 0.2214 2.4144
C -0.2887 1.3445 -0.4225
C 0.0898 2.4479 -1.1543
H 1.0996 5.3773 -3.4219
H -0.1655 4.6007 -2.3622
H 2.9748 5.1071 -1.1770
H 5.2915 5.9766 -1.6202
H 6.5203 5.2181 -3.6614
H 5.4116 3.6461 -5.2731
H 3.0647 2.8873 -4.8333
H 2.9638 1.2401 -2.5477
H 2.2074 -0.8065 -1.3448
H -0.0105 -1.9968 -0.2233
H -1.3115 -2.9301 1.7228
H -2.0692 -2.7544 4.0195
H -2.8638 -2.4311 5.6775
H -3.1055 -1.2920 7.0752
H -2.6915 2.0530 5.8322
H -2.1814 3.4575 7.8404
H -0.7078 2.5454 9.6573
H 0.1992 0.2261 9.4608
H -0.3905 -1.1735 7.4642
H -0.4838 1.2656 4.2722
H 0.4375 1.0239 2.0086
H -1.1534 1.4234 0.2362
H -0.4781 3.3674 -1.0491
```

---

# 7
Below is an isolated ion of composition C5H9NO and charge +1, with properties calculated with wB97M-V/def2-TZVPD.

## Properties
relative energy (zero: lowest compared OMol25 entry of this formula, charge and spin): 307.9 kJ/mol
Kohn-Sham gap (spin up / spin down): 8.3927 / 4.5135 eV
charge: +1
expectation value of S²: 0.76
spin multiplicity: 2

XYZ file:
```
16
C5H9NO wB97M-V/def2-TZVPD
C 0.8377 -0.2847 -0.9224
C -0.4927 -1.0080 -0.7688
C -0.8775 -1.6385 0.6622
C -2.1501 -1.8957 0.9958
C 1.0020 1.2324 -0.2076
N -0.0861 1.8060 0.5701
O 2.0496 1.7674 -0.3072
H 0.8125 0.0396 -2.0087
H 1.6843 -0.9588 -0.7442
H -1.3471 -0.3560 -1.0936
H -0.4797 -1.8698 -1.4416
H 0.0421 -1.8773 1.2500
H -2.2766 -1.9002 2.0571
H -2.9410 -2.2429 0.3099
H -0.7327 1.1848 1.0808
H -0.4726 2.7671 0.5014
```